1.
18
Properties=species:S:1:pos:R:3:forces:R:3 method="wB97M-V/def2-TZVPD" e_above_lowest_kj_mol=17.2 homo_ev=-9.2 smiles=NCCCSS.O
N -0.06972 -1.81164 -2.38516 -0.31 0.33 -0.42
C 0.25422 -1.55896 -0.99837 0.28 0.08 0.10
C 0.35942 -0.06418 -0.74753 0.05 0.29 0.01
C 0.35695 0.36621 0.71030 -0.24 -0.29 0.03
S 1.73065 -0.34767 1.66085 0.02 0.19 0.16
S 1.27575 0.35390 3.54777 0.11 -0.11 -0.26
H -0.63644 -2.62354 -2.55770 0.07 -0.20 0.11
H 0.75923 -1.84173 -2.95853 -0.04 -0.11 -0.08
H -0.49980 -1.95538 -0.32621 -0.34 -0.18 -0.07
H 1.17722 -2.06601 -0.73607 0.33 -0.04 0.36
H 1.23006 0.37912 -1.23976 0.08 -0.21 -0.07
H -0.50263 0.41211 -1.21604 -0.10 -0.03 -0.07
H 0.40225 1.44957 0.73064 0.19 0.23 0.26
H -0.55131 0.04566 1.22372 -0.10 0.03 -0.11
H 1.87842 1.54889 3.44262 0.01 0.03 0.05
O -2.42742 2.96376 0.59407 0.08 -0.14 -0.01
H -3.12353 2.29948 0.60766 -0.04 0.05 0.00
H -1.61331 2.45043 0.64773 -0.05 0.08 0.02

2.
79
Properties=species:S:1:pos:R:3:forces:R:3 method="wB97M-V/def2-TZVPD" e_above_lowest_kj_mol=61.7 homo_ev=-13.1 charge=+2
Ba 0.96492 -1.04635 -1.50523 0.16 0.19 -0.32
C -3.69658 -1.12526 1.92692 -0.03 -0.02 0.05
N -3.12158 -1.06338 0.58863 0.00 0.15 -0.04
C -3.79269 -0.63461 -0.51980 -0.05 0.05 -0.03
C -2.89952 -0.67095 -1.54849 0.10 0.10 0.00
N -1.69072 -1.10516 -1.08483 -0.02 -0.27 0.10
C -1.84420 -1.34181 0.21419 -0.06 -0.07 -0.01
P -0.81399 -2.25426 1.41129 -0.08 -0.14 0.12
C -0.30825 -3.69923 0.43052 -0.02 -0.09 0.00
N 0.51711 -3.75033 -0.60904 0.02 0.32 0.01
C 0.60511 -5.06502 -0.96491 0.02 0.03 -0.05
C -0.17578 -5.81639 -0.13581 -0.01 -0.08 -0.03
N -0.74852 -4.94846 0.74547 0.06 0.03 -0.03
C -1.69162 -5.32356 1.79150 -0.04 -0.04 0.02
C 0.80255 -1.49375 1.78735 0.02 -0.11 0.15
N 1.74195 -0.91220 1.05143 -0.06 -0.25 0.04
C 2.79690 -0.66828 1.88357 -0.03 0.08 -0.06
C 2.49868 -1.11079 3.13694 0.06 0.04 0.02
N 1.23888 -1.63097 3.07314 0.10 0.13 0.00
C 0.56931 -2.24296 4.21519 -0.02 -0.04 0.03
H -4.66918 -0.64208 1.89660 0.00 0.00 0.01
H -3.05997 -0.59521 2.63245 0.00 0.01 -0.01
H -3.82290 -2.15555 2.25324 0.02 0.00 -0.01
H -4.83173 -0.35383 -0.48854 0.02 0.00 0.02
H -3.05593 -0.40430 -2.58028 -0.01 -0.01 0.01
H 1.22123 -5.40067 -1.78203 -0.01 0.00 0.01
H -0.36202 -6.87630 -0.10063 -0.01 0.02 0.01
H -1.63487 -6.39864 1.93563 0.01 0.00 0.00
H -2.70851 -5.06009 1.50497 0.01 0.00 -0.01
H -1.43685 -4.82843 2.72479 0.00 0.01 0.00
H 3.69881 -0.18678 1.54330 -0.01 -0.02 -0.01
H 3.07077 -1.10205 4.04893 -0.03 -0.01 0.00
H 0.99085 -1.82062 5.12345 0.00 0.00 0.00
H 0.72532 -3.32114 4.22124 0.00 0.01 -0.01
H -0.49477 -2.03063 4.18538 -0.01 0.00 0.01
Br 1.04718 6.43845 0.48742 0.01 0.04 0.02
C 1.39350 4.86929 -0.49477 0.01 -0.04 -0.03
C 1.45938 4.92847 -1.88109 0.01 -0.01 0.04
C 1.71692 3.77454 -2.60241 -0.01 0.00 -0.04
C 1.91098 2.56562 -1.94052 0.00 -0.01 0.04
C 1.81756 2.51629 -0.55363 0.02 -0.01 0.00
C 1.56803 3.66684 0.17487 0.02 0.02 -0.05
N 2.13107 1.34195 -2.62933 -0.03 -0.11 0.07
C 2.84073 1.32146 -3.68230 -0.01 -0.05 -0.04
C 3.03085 0.08482 -4.47295 -0.06 0.05 0.12
C 3.79088 0.12506 -5.62876 0.01 0.06 0.01
C 3.94497 -1.03459 -6.37704 0.00 -0.02 -0.01
C 3.33304 -2.19194 -5.93666 0.01 0.01 0.00
C 2.59471 -2.14264 -4.76032 0.00 -0.02 0.00
N 2.43612 -1.04001 -4.03487 -0.02 0.00 0.06
H 1.30431 5.86823 -2.39267 0.00 0.00 0.01
H 1.73265 3.81506 -3.68445 -0.01 0.01 0.01
H 1.93986 1.57616 -0.02756 0.00 0.02 0.01
H 1.50832 3.63014 1.25445 0.00 0.00 0.00
H 3.34226 2.21917 -4.04973 0.00 -0.02 -0.03
H 4.25280 1.05312 -5.93867 0.00 -0.01 0.00
H 4.53166 -1.02832 -7.28565 0.00 0.00 0.01
H 3.41956 -3.12008 -6.48354 0.00 0.01 0.01
H 2.10741 -3.03932 -4.39090 0.01 0.00 -0.02
C -2.04052 4.22183 0.98133 -0.07 -0.01 -0.01
N -1.73617 2.85623 0.57290 0.08 -0.04 0.02
C -1.68016 2.61411 -0.85693 0.10 0.06 0.02
C -1.18222 1.92442 1.40307 -0.21 -0.17 -0.16
O -0.48729 0.98778 0.97381 0.01 0.08 0.07
N -1.44832 2.04227 2.74191 0.09 0.08 0.07
C -2.72516 2.50570 3.26719 0.03 0.06 -0.01
C -0.64860 1.26980 3.67240 -0.04 0.01 -0.04
H -1.60422 4.90474 0.25292 0.01 0.03 0.02
H -1.59705 4.43820 1.94875 0.00 0.00 0.03
H -3.11467 4.41470 1.02720 0.02 -0.01 0.00
H -1.22656 3.46853 -1.36453 -0.01 -0.01 0.02
H -2.67214 2.43813 -1.27929 -0.01 0.02 0.03
H -1.05143 1.74449 -1.01176 -0.08 -0.06 -0.18
H -3.44583 2.64184 2.46541 0.01 0.00 -0.02
H -2.63054 3.44233 3.81918 -0.01 -0.01 0.01
H -3.11691 1.75020 3.95220 -0.02 -0.01 0.01
H 0.31728 1.04691 3.22948 0.03 -0.01 0.00
H -1.14589 0.32738 3.94044 0.03 0.00 -0.01
H -0.50058 1.84273 4.58887 -0.02 0.00 -0.02

3.
8
Properties=species:S:1:pos:R:3:forces:R:3 method="wB97M-V/def2-TZVPD" e_above_lowest_kj_mol=55.4 homo_ev=-10.3 smiles=c1cn[nH]n1
C 0.93585 0.27182 -0.25717 0.02 0.00 -0.04
C -0.33629 0.50967 -0.79995 -0.04 0.00 -0.02
N -1.24043 -0.10148 -0.04073 0.26 0.06 -0.01
N -0.50638 -0.66477 0.89869 -0.08 -0.10 0.16
N 0.79830 -0.48187 0.82992 -0.15 0.13 -0.22
H 1.90802 0.59574 -0.59925 -0.13 -0.05 0.09
H -0.63302 1.07320 -1.67235 0.06 -0.08 0.12
H -0.92604 -1.20230 1.64085 0.06 0.05 -0.09

4.
19
Properties=species:S:1:pos:R:3:forces:R:3 method="wB97M-V/def2-TZVPD" e_above_lowest_kj_mol=94.4 homo_ev=-8.8
C 2.17381 0.38221 1.05936 0.09 -0.04 0.10
C 1.22570 0.75194 -0.07988 -0.07 0.12 -0.01
C 0.41243 -0.43382 -0.52578 -0.26 -0.05 -0.11
C -0.83081 -0.42201 -1.02013 0.51 0.23 -0.01
C -1.67630 0.78895 -1.26714 -0.12 0.11 0.06
O -1.37906 -1.61182 -1.42446 -0.22 -0.01 0.02
H 1.61037 0.02008 1.92636 0.10 0.06 -0.11
H 2.86464 -0.40997 0.75121 -0.09 0.07 0.02
H 2.77645 1.23941 1.37419 -0.10 -0.08 -0.04
H 0.56698 1.55952 0.25774 0.06 -0.05 -0.06
H 1.80079 1.16384 -0.91981 -0.03 -0.09 0.08
H 0.88925 -1.41020 -0.44886 -0.03 0.07 -0.04
H -1.72039 1.03035 -2.33502 0.04 -0.11 0.10
H -2.70339 0.62502 -0.92405 0.04 -0.04 -0.01
H -1.29855 1.66407 -0.74183 0.04 -0.05 -0.04
H -2.33508 -1.50263 -1.49340 0.11 -0.08 -0.05
O -0.97882 -0.98099 2.24962 -0.04 0.04 0.12
H -0.63438 -1.87464 2.16466 -0.03 -0.05 0.03
H -0.76364 -0.57930 1.39724 0.01 -0.06 -0.06

5.
38
Properties=species:S:1:pos:R:3:forces:R:3 method="wB97M-V/def2-TZVPD" e_above_lowest_kj_mol=0.0 homo_ev="-4.6 / -4.3"
C -2.46646 -1.66318 0.66893 2.84 2.18 -0.57
C -3.88075 -1.98192 0.84809 -3.29 -4.43 0.56
H -2.14765 -1.37465 -0.34745 -0.35 -0.02 0.12
H -2.09766 -0.87059 1.36558 -0.35 -0.11 -0.31
H -1.90391 -2.55954 0.92991 0.05 -0.13 0.00
H -5.02873 -2.16961 0.62365 1.43 2.60 0.39
H -3.96067 -2.78479 0.09983 1.13 -2.30 0.45
H -3.94048 -2.18647 1.91400 -0.04 -1.27 0.35
C 2.70094 -1.75099 -1.08499 0.26 0.75 -0.42
C 3.60617 -1.83393 -2.14568 -0.76 0.02 0.54
C 3.59288 -0.83425 -3.12693 -0.06 -0.03 0.54
C 2.68030 0.20563 -3.03655 -0.37 0.18 0.01
H 2.62297 -2.49330 -0.28009 0.27 0.33 -0.45
H 4.28586 -2.66660 -2.16401 0.16 -0.10 -0.21
H 4.32008 -0.86417 -3.92438 -0.05 0.02 -0.12
H 2.63835 1.00652 -3.77398 0.15 -0.38 0.08
N 1.87997 -0.68997 -0.97247 -0.57 -0.04 -0.10
C 1.78714 0.25521 -1.96162 0.52 -0.46 0.63
C 0.76863 1.31261 -1.75677 -0.12 0.64 0.49
N 0.06997 1.23670 -0.58643 -0.65 -0.23 -0.19
C -0.96772 2.06199 -0.32585 0.72 0.41 -0.08
C -0.46369 3.30573 -2.31573 0.66 -0.04 0.34
C -1.20683 3.16414 -1.14074 -0.29 -0.59 -0.25
H -1.53801 1.87821 0.58862 0.23 0.03 -0.35
H -2.01136 3.84203 -0.87817 0.12 -0.08 -0.11
C 0.54467 2.39032 -2.62331 -0.19 -0.83 0.29
H 1.14491 2.43587 -3.52689 -0.29 0.31 0.08
H -0.59890 4.16480 -2.95608 -0.17 -0.01 -0.07
Zn 0.78086 -0.11032 0.69247 0.03 0.14 -0.17
I -4.88598 0.17439 0.14643 -0.91 3.62 -1.06
F 1.27486 -1.28046 5.00415 -1.15 0.41 -0.34
C 0.18380 -0.69242 4.46274 -0.56 -0.41 0.37
F -0.53650 -1.60913 3.75923 0.91 0.67 0.56
F -0.62348 -0.20831 5.42781 0.93 -0.36 -0.69
S 0.73948 0.65715 3.31765 0.21 0.19 0.28
O 1.40194 1.66726 4.08832 -0.35 -0.76 -0.38
O 1.68681 -0.16665 2.43610 -1.05 0.58 -0.23
O -0.45180 1.03268 2.55462 0.93 -0.52 0.02

no.,molar mass (g mol⁻¹),E (eV)
1,141.261,-28497.4180
2,788.882,-127622.1622
3,69.067,-6592.0008
4,104.149,-9474.1568
5,527.621,-98332.6200